Record 1
{
  "formula": "C25H39N4O2",
  "method": "the ωB97M-V functional and the def2-TZVPD basis",
  "multiplicity": 2,
  "total_charge": 0,
  "orbital_gap_ev": [8.43, 9.82],
  "elements": ["C", "C", "N", "C", "C", "C", "C", "C", "C", "C", "N", "O", "C", "C", "C", "C", "C", "C", "O", "H", "H", "H", "H", "H", "H", "H", "H", "H", "H", "H", "H", "H", "H", "H", "H", "H", "H", "H", "H", "H", "H", "H", "H", "H", "H", "H", "H", "H", "N", "C", "C", "C", "C", "C", "H", "H", "H", "H", "H", "N", "C", "C", "C", "C", "C", "H", "H", "H", "H", "H"],
  "positions_angstrom": [[2.28537, -1.19117, 1.50268], [2.10214, -0.68782, 0.07915], [1.19493, 0.46792, 0.01793], [0.59576, 0.62294, -1.32582], [-0.54483, -0.34014, -1.63551], [-1.96534, -0.04784, -1.08126], [-2.08684, 1.30497, -0.37971], [-3.41487, 1.47287, 0.35922], [-4.60288, 1.38649, -0.61224], [-3.42429, 2.82008, 1.07221], [-3.54836, 0.42010, 1.40930], [-4.71957, 0.33483, 1.90517], [-2.75002, -0.84424, 1.28895], [-3.51459, -1.97925, 1.95111], [-1.42326, -0.67413, 2.04020], [-2.54948, -1.17136, -0.19623], [1.84445, 1.66798, 0.42803], [0.94074, 2.78926, 0.88879], [3.04704, 1.77870, 0.44809], [1.45256, -1.82149, 1.81215], [2.37098, -0.36677, 2.21131], [3.19150, -1.79226, 1.57239], [3.07123, -0.43263, -0.35846], [1.67738, -1.47406, -0.54374], [0.28338, 1.65958, -1.46154], [1.38848, 0.44980, -2.06635], [-0.24448, -1.34428, -1.33153], [-0.60712, -0.38673, -2.72478], [-2.61736, 0.00159, -1.95604], [-2.04415, 2.11272, -1.11498], [-1.26763, 1.43757, 0.32031], [-4.29788, 1.72708, -1.60355], [-5.42587, 2.01282, -0.27649], [-4.97978, 0.36894, -0.70280], [-3.26227, 3.62308, 0.34990], [-2.62811, 2.86566, 1.81773], [-4.38126, 2.98070, 1.56632], [-2.85644, -2.84985, 1.98622], [-3.80259, -1.71714, 2.96581], [-4.40678, -2.25069, 1.38836], [-0.91012, 0.25254, 1.80094], [-1.60996, -0.68060, 3.11482], [-0.74780, -1.49569, 1.79965], [-3.53061, -1.45005, -0.58865], [-1.93283, -2.07317, -0.24862], [1.52835, 3.47784, 1.48960], [0.54889, 3.33740, 0.03003], [0.10155, 2.41051, 1.46813], [4.73148, 1.08340, 4.43152], [4.55878, 1.72756, 3.27853], [5.53840, 2.50325, 2.67673], [6.76514, 2.62191, 3.30841], [6.95985, 1.95935, 4.51034], [5.91605, 1.20556, 5.02626], [3.59258, 1.61282, 2.80372], [5.33154, 2.98966, 1.73339], [7.55666, 3.21767, 2.87176], [7.90072, 2.02157, 5.04037], [6.03596, 0.67234, 5.96329], [-0.04342, -2.93631, -4.10200], [-1.34699, -3.04051, -4.34785], [-1.86698, -3.50994, -5.54486], [-0.98425, -3.89134, -6.54249], [0.37593, -3.78761, -6.30018], [0.79380, -3.30637, -5.06802], [-2.00941, -2.73295, -3.54461], [-2.93721, -3.57402, -5.68655], [-1.34974, -4.26276, -7.49109], [1.10290, -4.07267, -7.04834], [1.85086, -3.21322, -4.84454]],
  "lowdin_spin": [0.000, 0.000, 0.000, 0.000, 0.000, 0.000, 0.000, 0.025, 0.013, 0.009, 0.394, 0.502, 0.025, -0.001, 0.010, 0.014, 0.000, 0.000, 0.000, 0.000, 0.000, 0.000, 0.000, 0.000, 0.000, 0.000, 0.000, 0.000, 0.000, 0.000, 0.000, 0.001, 0.001, 0.001, 0.000, 0.001, 0.000, 0.000, -0.001, 0.001, 0.001, 0.000, 0.001, 0.000, 0.003, 0.000, 0.000, 0.000, 0.000, 0.000, 0.000, 0.000, 0.000, 0.000, 0.000, 0.000, 0.000, 0.000, 0.000, 0.000, 0.000, 0.000, 0.000, 0.000, 0.000, 0.000, 0.000, 0.000, 0.000, 0.000]
}



Record 2
{
  "formula": "C22H60F3KO26P6",
  "method": "the ωB97M-V functional and the def2-TZVPD basis",
  "total_charge": 0,
  "e_above_lowest_kcal_mol": 67.29,
  "orbital_gap_ev": 6.64,
  "elements": ["K", "C", "O", "O", "C", "F", "F", "F", "C", "C", "H", "H", "H", "H", "H", "H", "C", "O", "P", "O", "O", "C", "O", "C", "H", "H", "H", "H", "H", "H", "H", "H", "H", "C", "O", "P", "O", "O", "C", "O", "C", "H", "H", "H", "H", "H", "H", "H", "H", "H", "C", "O", "P", "O", "O", "C", "O", "C", "H", "H", "H", "H", "H", "H", "H", "H", "H", "C", "O", "P", "O", "O", "C", "O", "C", "H", "H", "H", "H", "H", "H", "H", "H", "H", "C", "O", "P", "O", "O", "C", "O", "C", "H", "H", "H", "H", "H", "H", "H", "H", "H", "C", "O", "P", "O", "O", "C", "O", "C", "H", "H", "H", "H", "H", "H", "H", "H", "H"],
  "positions_angstrom": [[-0.20877, 0.07217, -1.84395], [-1.96233, 3.28359, -1.88215], [-0.68244, 3.34252, -2.49619], [-2.41417, 1.97839, -2.21726], [-1.81215, 3.61573, -0.35232], [-1.03161, 2.71363, 0.22231], [-1.22816, 4.75093, -0.18893], [-2.82924, 3.73512, 0.52826], [-0.37841, 4.60925, -3.20894], [0.64241, 4.39115, -4.30892], [1.10201, 5.35037, -4.54716], [1.42949, 3.73376, -3.93953], [0.18702, 3.91154, -5.17535], [0.02552, 5.21232, -2.39577], [-1.21968, 5.09855, -3.69982], [-2.67942, 4.01802, -2.24889], [-2.02563, -0.32435, 2.91544], [-2.46577, 0.42394, 4.03838], [-4.02436, 0.38132, 4.50892], [-4.86426, -0.52210, 3.72320], [-3.96629, 0.10429, 6.06548], [-5.04557, -0.25392, 6.85167], [-4.44799, 1.94007, 4.41237], [-3.99763, 2.89384, 5.32821], [-2.77064, -0.97641, 2.45950], [-1.28124, -1.09531, 3.11445], [-1.57851, 0.45494, 2.29828], [-4.89847, -1.11170, 7.50794], [-5.98880, -0.41402, 6.32940], [-5.38750, 0.40980, 7.64582], [-3.17342, 2.58541, 5.97137], [-4.82621, 3.18928, 5.97186], [-3.60361, 3.73333, 4.75541], [-0.59004, 3.77862, 7.52202], [-0.49737, 3.19596, 6.25274], [0.96943, 2.88427, 5.64914], [2.04605, 3.54394, 6.43977], [0.84407, 3.24995, 4.10171], [-0.25229, 2.82705, 3.36109], [1.02603, 1.28206, 5.71075], [2.17186, 0.57295, 5.39798], [-1.48627, 3.37400, 7.99228], [-0.70359, 4.86033, 7.59358], [0.25728, 3.43105, 8.11308], [0.11236, 2.05145, 2.68761], [-0.38512, 3.58931, 2.59335], [-1.19749, 2.55766, 3.83239], [2.29279, 0.30822, 4.34755], [2.06294, -0.43160, 5.80678], [3.03245, 1.03555, 5.88117], [-3.85736, -4.52925, -1.09026], [-3.55737, -3.49868, -2.02755], [-3.34059, -2.03187, -1.53339], [-2.48794, -1.82794, -0.35223], [-4.85761, -1.39885, -1.50387], [-5.19109, 0.01427, -1.16029], [-2.72234, -1.27505, -2.85070], [-3.30049, -1.70855, -4.09973], [-3.97828, -4.20591, -0.05637], [-3.05521, -5.26713, -1.07641], [-4.73478, -5.02384, -1.50692], [-4.38342, 0.34836, -0.50902], [-6.17536, 0.17213, -0.71938], [-4.99382, 0.74523, -1.94443], [-4.06996, -2.47764, -4.03250], [-2.69275, -2.35373, -4.73416], [-3.62821, -0.88160, -4.72969], [4.00612, -3.65384, -1.06373], [2.94345, -3.52169, -0.16858], [1.41672, -3.91967, -0.72597], [0.72016, -3.01838, -1.63137], [1.40070, -5.43226, -1.41703], [0.88855, -5.73416, -2.71452], [0.70334, -4.21499, 0.69646], [1.18072, -5.22297, 1.68283], [4.40808, -2.68709, -1.36691], [3.68010, -4.26433, -1.90582], [4.89883, -4.14351, -0.67464], [0.76162, -6.80401, -2.88007], [1.65114, -5.39293, -3.41460], [-0.08598, -5.26339, -2.84403], [1.67069, -6.08990, 1.23959], [0.30119, -5.50979, 2.25925], [1.91830, -4.77188, 2.34659], [3.89683, 4.01649, 0.13684], [3.26518, 2.95214, 0.95112], [2.78822, 1.50987, 0.31543], [1.84457, 1.50847, -0.85340], [4.26068, 0.77901, 0.08454], [4.88601, 1.05978, -1.18425], [2.27068, 0.79148, 1.68640], [1.86128, -0.56911, 1.43825], [4.98483, 3.98077, 0.08132], [3.71002, 4.98974, 0.59071], [3.61784, 3.86838, -0.90639], [5.88596, 1.42656, -0.95261], [4.26059, 1.72144, -1.78354], [5.15384, 0.21846, -1.82343], [2.70980, -1.12787, 1.83308], [1.91421, -1.02085, 0.44767], [0.94514, -0.73185, 2.00598], [1.98811, -0.35062, -7.26561], [2.62795, -1.36397, -6.55369], [2.61456, -1.55236, -4.92485], [2.02963, -0.52341, -4.00180], [1.97921, -3.02628, -4.73641], [0.71466, -3.26584, -5.24713], [4.20987, -1.74182, -4.61880], [5.15084, -0.64753, -4.68956], [0.99043, -0.67642, -7.55990], [2.53987, 0.01347, -8.13227], [1.61319, 0.44615, -6.62321], [0.24912, -2.28965, -5.38286], [0.00815, -3.86012, -4.66766], [0.81272, -3.71959, -6.23333], [5.94449, -0.92142, -3.99442], [4.87210, 0.40592, -4.71486], [5.66502, -0.80124, -5.63829]],
  "lowdin_charge": [0.726, -0.455, -0.122, -0.298, -0.618, 0.118, 0.165, 0.119, -0.228, -0.083, 0.071, 0.066, 0.072, 0.107, 0.114, 0.133, -0.099, -0.219, 0.435, -0.221, -0.192, -0.140, -0.203, -0.126, 0.077, 0.079, 0.082, 0.088, 0.092, 0.084, 0.072, 0.092, 0.096, -0.126, -0.224, 0.452, -0.245, -0.182, -0.114, -0.203, -0.122, 0.082, 0.093, 0.084, 0.071, 0.091, 0.082, 0.075, 0.087, 0.095, -0.076, -0.222, 0.418, -0.236, -0.239, -0.041, -0.247, -0.109, 0.095, 0.085, 0.094, 0.073, 0.085, 0.075, 0.077, 0.071, 0.100, -0.122, -0.222, 0.506, -0.223, -0.250, -0.097, -0.233, -0.047, 0.086, 0.082, 0.091, 0.091, 0.079, 0.078, 0.083, 0.089, 0.082, -0.057, -0.225, 0.533, -0.311, -0.223, -0.104, -0.224, -0.092, 0.077, 0.092, 0.076, 0.091, 0.078, 0.063, 0.090, 0.067, 0.091, -0.124, -0.215, 0.516, -0.260, -0.221, -0.128, -0.236, -0.097, 0.084, 0.096, 0.085, 0.083, 0.081, 0.099, 0.084, 0.097, 0.082]
}



Record 3
{
  "formula": "C3H3O2",
  "method": "the ωB97M-V functional and the def2-TZVPD basis",
  "total_charge": 1,
  "e_above_lowest_kcal_mol": 40.01,
  "orbital_gap_ev": 10.09,
  "elements": ["C", "C", "C", "O", "O", "H", "H", "H"],
  "positions_angstrom": [[0.77315, 0.28424, -0.27529], [-0.10005, 0.76194, -1.19851], [-0.67023, -0.83543, 0.99978], [-0.84819, 1.06952, -1.97280], [-1.29707, -0.11121, 1.62666], [1.04723, 0.91401, 0.59582], [1.49766, -0.30395, -0.64604], [-0.40250, -1.77913, 0.87038]],
  "lowdin_charge": [0.050, -0.117, 0.133, 0.355, 0.267, 0.140, 0.068, 0.104]
}